Computed, not measured: a structure of composition C50H46BrN7OPtS3, with ωB97M-V/def2-TZVPD.

The charge is +4. The relative energy (zero: lowest compared OMol25 entry of this formula, charge and spin) comes out at 5.820 eV. For the calculated total energy, the calculation gives -6277.7568 hartree. The maximum force comes out at 0.68 eV/A. The value obtained for the gap between HOMO and LUMO (alpha / beta) is 5.041 / 5.042 eV.

Last column: Löwdin charge in e.
Cartesian coordinates (Å):
Pt -0.04666 0.19657 0.41126  1.2886
N 0.82896 -1.39696 0.23722  -0.2902
S 0.55107 -2.97295 0.17067  0.9187
N 1.42170 -3.68093 1.26193  -0.3240
S 1.05007 -3.73149 2.81836  0.9597
N 0.15693 -2.60775 3.38301  -0.3511
S 0.33939 -0.99238 3.42964  0.8328
N -0.37050 -0.21136 2.36031  -0.3982
C 2.06104 -0.67384 3.71607  -0.3230
C 2.58190 -0.95711 4.97654  -0.0501
C 3.92527 -0.71680 5.20992  -0.0252
C 4.72712 -0.19656 4.19987  -0.0223
C 4.19236 0.08543 2.94995  -0.0418
C 2.84843 -0.15090 2.69880  -0.0793
C -0.47705 -0.59828 4.93603  -0.3323
C -0.90819 -1.58396 5.81437  -0.0553
C -1.51349 -1.18991 6.99883  -0.0257
C -1.66668 0.15847 7.28978  -0.0131
C -1.22010 1.13094 6.40008  -0.0270
C -0.62137 0.75984 5.21015  -0.0542
C 0.15862 -5.19887 3.17720  -0.3457
C -1.12824 -5.13401 3.69561  -0.0507
C -1.78517 -6.32870 3.95093  -0.0255
C -1.16257 -7.54086 3.68190  -0.0082
C 0.12657 -7.58043 3.15498  -0.0179
C 0.80590 -6.40264 2.90145  -0.0497
C 2.61574 -3.91511 3.58193  -0.3425
C 2.58875 -4.32133 4.91662  -0.0513
C 3.79326 -4.47465 5.57708  -0.0192
C 4.98954 -4.22885 4.90764  -0.0098
C 4.99229 -3.82170 3.57956  -0.0273
C 3.79647 -3.66009 2.89700  -0.0480
C -1.07900 -3.61509 0.16976  -0.3458
C -2.18790 -2.78293 0.22753  -0.0665
C -3.44153 -3.37299 0.19728  -0.0195
C -3.56471 -4.75179 0.07766  -0.0023
C -2.43754 -5.56609 0.00133  -0.0188
C -1.17558 -5.00621 0.05916  -0.0642
C 1.34495 -3.27183 -1.34700  -0.3116
C 2.72497 -3.03951 -1.40497  -0.0408
C 3.37229 -3.30868 -2.59362  -0.0172
C 2.65077 -3.79182 -3.68395  0.0128
C 1.27575 -4.00220 -3.60344  -0.0084
C 0.59736 -3.72746 -2.43102  -0.0356
H 1.94900 -1.33580 5.76920  0.1265
H 4.34276 -0.91594 6.18781  0.1323
H 5.77192 0.00633 4.39527  0.1307
H 4.82154 0.50569 2.17668  0.1210
H 2.42065 0.07985 1.73364  0.0595
H -0.77871 -2.63126 5.58463  0.0960
H -1.86275 -1.93865 7.69648  0.1275
H -2.13482 0.45629 8.21845  0.1310
H -1.33699 2.17866 6.64082  0.1257
H -0.26936 1.50448 4.50776  0.1133
H -1.60112 -4.18220 3.89263  0.1078
H -2.78280 -6.31183 4.36857  0.1285
H -1.67995 -8.46737 3.89441  0.1323
H 0.60678 -8.52977 2.96049  0.1315
H 1.81755 -6.42283 2.51346  0.1318
H 1.65378 -4.53338 5.42174  0.1312
H 3.80281 -4.80447 6.60702  0.1323
H 5.92907 -4.36984 5.42593  0.1330
H 5.92885 -3.64646 3.06784  0.1292
H 3.78230 -3.36571 1.85781  0.1017
H -2.07784 -1.71243 0.29138  0.0419
H -4.32781 -2.75485 0.25123  0.1263
H -4.54950 -5.19891 0.03622  0.1333
H -2.54315 -6.63715 -0.10534  0.1328
H -0.29300 -5.62931 -0.00608  0.1310
H 3.26689 -2.68574 -0.53865  0.1098
H 4.43988 -3.15678 -2.67300  0.1312
H 3.16879 -4.01291 -4.60823  0.1364
H 0.73562 -4.39100 -4.45601  0.1332
H -0.47004 -3.87509 -2.35570  0.1160
C 0.78421 5.35431 1.87204  -0.0087
C -0.24515 4.26632 1.77079  -0.2133
C -1.56286 4.43478 2.19446  0.0472
C -2.47246 3.39872 2.07846  -0.0565
C -2.06023 2.19544 1.53685  -0.7159
Br -3.32028 0.81223 1.40302  0.8967
N -0.80213 2.01635 1.10135  -0.1656
C 0.07670 3.03422 1.23455  -0.0693
H 0.38288 6.22300 2.38838  0.0972
H 1.10777 5.67574 0.88133  0.1003
H 1.66506 5.01346 2.41636  0.0976
H -1.87998 5.38080 2.61628  0.1454
H -3.49757 3.51334 2.40040  0.1242
H 1.08303 2.83841 0.88731  0.1174
C -2.28749 -1.75231 -4.21918  0.0363
C -1.89977 -0.84739 -3.08740  -0.4913
O -1.15773 -1.20468 -2.16727  -0.0185
N -2.38422 0.41130 -3.11460  0.1008
C -2.05285 1.36631 -2.07462  -0.1152
C -0.60436 1.79185 -2.15216  -0.2141
C -0.20556 2.66308 -3.15440  0.0358
C 1.12671 3.00156 -3.30940  0.0247
C 2.06099 2.44839 -2.44230  -0.0012
C 1.61515 1.61860 -1.44241  -0.1161
N 0.30837 1.30034 -1.28862  -0.0873
H -2.55996 -2.72635 -3.81568  0.0932
H -1.42514 -1.88303 -4.87495  0.1019
H -3.11589 -1.36721 -4.80963  0.0948
H -2.96725 0.70463 -3.88220  0.1601
H -2.28086 0.94444 -1.09841  0.0368
H -2.68705 2.23928 -2.22046  0.1495
H -0.95534 3.06555 -3.82291  0.1421
H 1.43326 3.68357 -4.09187  0.1409
H 3.11597 2.66680 -2.52805  0.1332
H 2.30243 1.18691 -0.72773  0.1091

Forces on atoms 1 to 3 (eV/Å):
0.04 0.16 0.66
0.08 0.11 -0.43
-0.12 -0.38 0.05

=====

Computed, not measured: a cluster of 17 separate species, H34O17 in total at a distorted geometry, with ωB97M-V/def2-TZVPD.

The relative energy (zero: lowest compared OMol25 entry of this formula, charge and spin) comes out at 2.911 eV. For the calculated total energy, the calculation gives -1299.4230 hartree. The maximum force comes out at 3.65 eV/A. The value obtained for the gap between HOMO and LUMO is 6.454 eV.

Last column: Löwdin charge in e.
Cartesian coordinates (Å):
O 3.51158 -1.51576 -0.52231  -0.0847
H 3.47524 -0.70120 -1.03497  -0.0326
H 2.87721 -1.45572 0.22069  -0.0236
O -2.32941 -2.22470 0.49742  0.0002
H -1.83194 -1.89633 1.24151  0.0066
H -2.71364 -3.02172 0.69122  0.0375
O -1.38938 2.88615 0.02214  -0.0271
H -2.17690 2.96582 -0.53369  0.0793
H -1.18855 3.76835 0.31899  0.0783
O -3.71097 0.30823 0.82517  -0.0434
H -4.12543 0.36967 1.71610  0.0851
H -3.35809 -0.55831 0.79484  -0.0228
O -0.67703 -1.45425 2.50256  -0.0091
H -0.74039 -0.51059 2.57267  0.0134
H -0.33510 -1.65149 3.34163  0.0601
O 1.25129 -1.95880 -2.80405  -0.0676
H 0.91978 -2.18959 -1.98055  -0.0756
H 0.70475 -1.19692 -3.07808  -0.0430
O 0.61026 2.21506 -1.77760  -0.0298
H -0.16723 2.31261 -1.23345  -0.0124
H 0.74026 3.08108 -2.13605  0.0626
O 0.33863 -3.09118 -0.39931  -0.0316
H -0.54955 -3.35608 -0.40179  -0.0060
H 0.23140 -2.24932 0.10094  0.0043
O 1.91537 -1.82725 1.72735  -0.0211
H 2.32462 -1.38753 2.45072  0.0330
H 1.03625 -1.47236 1.78466  -0.0240
O 3.12102 0.88421 -1.77287  -0.0204
H 2.20741 1.03613 -1.64590  -0.0240
H 3.51068 1.65023 -1.34724  0.0468
O 1.56115 1.00235 3.75186  -0.0356
H 1.53975 1.17383 2.83526  -0.0710
H 2.36079 1.37444 4.11661  0.0441
O 1.89883 1.29557 1.18670  -0.0218
H 2.81298 1.08054 1.30700  0.0798
H 1.87302 2.25347 1.08771  0.0905
O -2.24841 0.59021 -1.60687  -0.0118
H -2.37508 1.45888 -1.94944  0.0466
H -2.91155 0.45218 -0.94132  0.0222
O -1.58814 -2.01451 -2.20404  -0.0590
H -1.61886 -1.04245 -2.13035  -0.0137
H -1.43002 -2.09038 -1.26034  -0.0381
O -0.05016 0.08454 -3.64282  -0.0182
H -0.08265 0.85019 -3.06368  0.0128
H 0.06983 0.34421 -4.54875  0.0682
O 0.08543 -0.32493 -0.14807  -0.0335
H -0.73867 0.03873 -0.39870  -0.0171
H 0.58167 0.34005 0.42941  0.0438
O -1.16377 1.41253 2.43824  -0.0421
H -0.66901 2.07741 2.95480  0.0622
H -1.38926 1.88469 1.64604  -0.0165

Forces on atoms 1 to 3 (eV/Å):
0.34 -0.18 0.89
-0.34 -0.10 -0.06
0.30 -0.15 -0.75

=====

Computed, not measured: an isolated molecule of C7H6O at a distorted geometry, with ωB97M-V/def2-TZVPD.

The relative energy (zero: lowest compared OMol25 entry of this formula, charge and spin) comes out at 4.943 eV. For the calculated total energy, the calculation gives -345.3436 hartree. The maximum force comes out at 5.45 eV/A. The value obtained for the gap between HOMO and LUMO is 8.300 eV.

Last column: Löwdin charge in e.
Cartesian coordinates (Å):
C -2.19677 1.63630 -0.25679  0.0918
C -1.28967 0.56806 0.00207  -0.2410
C -1.95866 -0.74322 0.09418  -0.2851
C 0.26204 0.64792 0.36539  -0.0276
C 1.06524 -0.44438 -0.19398  -0.1165
C 2.54136 -0.17502 -0.05812  -0.1950
C 3.71506 0.26623 -0.07875  0.0583
H -3.23290 1.46733 -0.34030  0.0356
H -1.81839 2.67182 -0.09953  0.0753
H -3.10658 -0.76282 0.41649  0.1541
H 0.94222 1.50287 0.95133  0.1638
H 0.68815 -1.53643 -0.83092  0.1964
H 4.80130 0.54823 0.26625  0.0719
O -1.38816 -1.80330 0.04909  0.0178

Forces on atoms 1 to 3 (eV/Å):
4.82 -1.48 2.06
-0.80 3.71 0.53
-1.22 -1.22 1.11

=====

Computed, not measured: a structure of composition C26H41N2PdS at a distorted geometry, with ωB97M-V/def2-TZVPD.

The charge is +1. The relative energy (zero: lowest compared OMol25 entry of this formula, charge and spin) comes out at 0.000 eV. For the calculated total energy, the calculation gives -1650.3866 hartree. Its spin multiplicity is 5. The maximum force comes out at 4.16 eV/A. The value obtained for the gap between HOMO and LUMO (alpha / beta) is 7.808 / 6.150 eV. The expectation value of S² is 6.0592.

Last column: Löwdin spin population.
Cartesian coordinates (Å):
C -0.45509 1.50104 1.21639  0.1266
C 0.30006 2.14687 0.16968  0.2996
C 1.66756 1.84468 0.34415  0.1681
C 1.82525 1.05932 1.50611  0.2415
C 0.51436 0.81392 2.07495  0.1726
Pd -0.32519 -0.64264 0.75335  0.7290
C 2.47870 -3.51164 -0.36300  0.4485
C 1.16526 -3.28393 0.07002  0.0116
H 0.35728 -3.64442 -0.59273  -0.0050
C 0.77496 -2.54531 1.23188  0.2609
H 1.55257 -2.06989 1.85580  0.0191
H -0.06600 -2.96051 1.80336  0.0184
C 2.50152 -3.80354 -1.85993  0.0610
H 1.50919 -3.52042 -2.24369  0.0130
H 3.21432 -3.12924 -2.35632  0.0042
H 2.69250 -4.77804 -2.26990  0.0110
C 3.28863 -2.23658 -0.13559  0.0417
H 2.52614 -1.44472 0.00096  0.0130
H 3.95238 -2.12737 0.71043  0.0095
H 3.83792 -1.95172 -1.04774  0.0019
C -0.27080 3.08026 -0.81666  0.0565
H -1.27949 2.76203 -1.11146  0.0107
H -0.34108 4.10871 -0.42143  0.0203
H 0.33036 3.11851 -1.72898  0.0056
C 2.76681 2.39047 -0.49476  0.0167
H 2.47531 2.44147 -1.55064  0.0024
H 3.04635 3.40880 -0.18251  0.0078
H 3.66485 1.76421 -0.42743  0.0010
C 3.09394 0.69634 2.16815  0.0335
H 3.93881 0.72799 1.46905  0.0008
H 3.32540 1.39079 2.99328  0.0139
H 3.04409 -0.31364 2.59992  0.0056
C 0.23675 0.38255 3.46581  0.0334
H 0.96247 -0.37906 3.77394  0.0019
H 0.29425 1.21583 4.17936  0.0125
H -0.76774 -0.05086 3.52246  0.0049
C -1.81802 1.90886 1.63615  0.0126
H -2.21665 1.21395 2.38171  0.0007
H -1.82591 2.91891 2.07780  0.0051
H -2.49046 1.91706 0.77017  0.0015
C -0.00708 1.35428 -3.52236  0.6746
C 0.91766 0.39014 -3.07256  0.0873
C -0.08711 2.28415 -4.49013  0.1039
C 2.14714 0.67792 -3.76324  0.0480
H 1.04451 -0.48302 -2.39314  0.0086
C 1.17758 2.54828 -5.06535  0.0446
H -0.98428 2.80354 -4.78497  0.0173
C 2.27188 1.73495 -4.68379  -0.0196
H 3.04247 0.02541 -3.53766  0.0102
H 1.27416 3.35665 -5.82060  0.0076
H 3.25754 1.92755 -5.12325  -0.0012
C -2.50339 -2.85775 2.10167  0.0029
N -3.68039 -2.05168 1.82883  0.0093
C -4.95040 -2.66970 2.21734  0.0010
C -3.66082 -1.15477 0.80385  0.0188
S -2.41461 -1.10167 -0.36849  0.0720
N -4.74352 -0.33599 0.70541  0.0122
C -5.41221 0.13630 1.92476  0.0013
C -4.92124 0.51982 -0.46214  0.0024
H -2.72604 -3.49657 2.95989  0.0002
H -1.67518 -2.18504 2.36416  0.0021
H -2.22330 -3.46822 1.23313  0.0004
H -5.39111 -2.14880 3.07570  0.0001
H -5.66438 -2.68533 1.38544  0.0002
H -4.73838 -3.69629 2.52920  0.0001
H -5.47900 1.23231 1.90590  0.0004
H -6.43430 -0.26637 1.97774  0.0002
H -4.85398 -0.16081 2.81933  0.0001
H -4.31966 1.43859 -0.39255  0.0005
H -4.63536 -0.02755 -1.36527  0.0009
H -5.98039 0.79658 -0.51842  0.0001

Forces on atoms 1 to 3 (eV/Å):
1.01 -0.54 0.78
-0.35 -0.33 0.36
0.43 -0.40 0.63

=====

> Among the records above, which one has the lowest relative energy (zero: lowest compared OMol25 entry of this formula, charge and spin)?

C26H41N2PdS

=====

> Among the records above, which one has the lowest maximum force?

C50H46BrN7OPtS3

=====

> Which of these has the lowest maximum force?

C50H46BrN7OPtS3